53
Properties=species:S:1:pos:R:3 method="wB97M-V/def2-TZVPD" total_charge=-2 relative_energy_kcal_mol=0.0 total_energy_ev=-150373.0560
Zn 0.49 -0.06 0.74
C -0.58 2.85 -2.32
N 0.19 1.70 -2.76
C 1.32 1.74 -3.57
C 1.76 0.47 -3.67
N 0.94 -0.37 -2.94
B 1.14 -1.91 -3.02
N 0.01 -2.63 -2.29
C -1.19 -3.08 -2.84
C -1.95 -3.60 -1.86
N -1.23 -3.48 -0.68
C -1.66 -3.84 0.66
C 0.00 -2.87 -0.94
S 1.17 -2.58 0.18
C -0.05 0.39 -2.32
S -1.23 -0.02 -1.25
H -0.13 3.76 -2.73
H -0.58 2.88 -1.23
H -1.61 2.73 -2.69
H 1.71 2.67 -3.94
H 2.61 0.04 -4.16
H 1.14 -2.23 -4.20
H 2.22 -2.20 -2.52
H -1.36 -2.97 -3.90
H -2.94 -4.03 -1.88
H -2.38 -4.67 0.60
H -2.13 -3.00 1.18
H -0.78 -4.12 1.23
F -4.10 2.20 4.02
C -2.87 2.46 3.54
F -2.02 2.49 4.58
F -2.91 3.70 3.00
S -2.41 1.14 2.27
O -0.97 1.36 2.01
O -3.38 1.35 1.22
N -2.73 -0.16 3.13
S -1.60 -1.24 3.29
O -2.14 -2.52 3.63
O -0.58 -1.24 2.21
C -0.71 -0.71 4.86
F -0.09 0.49 4.75
F -1.61 -0.61 5.86
F 0.21 -1.61 5.23
O 5.23 3.40 -0.99
C 4.30 2.81 -0.51
C 2.83 3.03 -0.85
O 2.39 3.86 -1.63
C 2.12 2.01 -0.08
C 2.99 1.22 0.70
O 2.53 0.25 1.39
C 4.37 1.69 0.53
O 5.39 1.31 1.07
O 0.86 1.77 -0.09

12
Properties=species:S:1:pos:R:3 method="wB97M-V/def2-TZVPD" total_charge=0 relative_energy_kcal_mol=73.0 total_energy_ev=-7222.4265
N 1.92 0.08 0.39
C 0.64 0.20 -0.24
C -0.28 1.37 0.04
C -1.54 0.76 0.09
C -1.44 -0.64 0.06
N -0.18 -1.02 -0.07
H 2.67 0.21 -0.29
H 2.02 0.79 1.10
H 0.74 0.32 -1.33
H -2.49 1.27 0.21
H -2.23 -1.38 0.12
H 0.17 -1.97 -0.06

20
Properties=species:S:1:pos:R:3 method="wB97M-V/def2-TZVPD" total_charge=+1 relative_energy_kcal_mol=105.8 total_energy_ev=-9376.9955
C 2.17 -0.83 -0.85
C -0.61 1.75 -0.23
C -1.64 -0.42 -0.64
C 1.32 -1.11 0.22
N -0.84 0.19 1.54
N -0.74 0.34 0.16
O 1.51 -0.47 1.33
H 1.58 -0.83 -1.88
H 2.87 -1.66 -1.02
H 2.85 0.09 -0.69
H -0.21 1.79 -1.31
H -1.58 2.19 -0.45
H 0.02 2.35 0.47
H -1.64 -1.54 -0.40
H -2.61 -0.05 -0.49
H -1.17 -0.43 -1.65
H 0.61 -1.86 0.13
H -1.73 -0.21 1.90
H -0.71 1.02 2.03
H 0.57 -0.33 1.82

7
Properties=species:S:1:pos:R:3 method="wB97M-V/def2-TZVPD" total_charge=0 relative_energy_kcal_mol=37.5 total_energy_ev=-35418.9079 smiles="C=PCl.Cl"
C 1.23 0.99 0.10
P 0.10 0.53 1.15
Cl -3.16 -1.77 -1.52
Cl 0.79 -1.20 1.93
H 2.24 0.46 0.08
H 1.02 1.89 -0.50
H -2.22 -0.90 -1.24

140
Properties=species:S:1:pos:R:3 method="wB97M-V/def2-TZVPD" total_charge=-1 total_energy_ev=-92124.1835
K -1.28 1.18 -0.15
C 1.36 -0.65 0.19
O 0.02 -0.60 -0.26
C -0.40 -1.76 -0.87
C -0.96 -2.80 -0.12
C -1.50 -2.62 1.28
C -0.78 -1.75 2.26
C 0.11 -2.33 3.14
C 0.75 -1.62 4.14
C 0.53 -0.24 4.15
C -0.32 0.39 3.26
C -0.43 1.90 3.25
C 0.71 2.47 2.44
C 2.00 2.39 2.93
C 3.11 2.81 2.20
C 2.89 3.22 0.89
C 1.60 3.31 0.35
C 1.45 3.64 -1.11
C 1.72 2.37 -1.89
C 3.01 2.00 -2.21
C 3.32 0.80 -2.85
C 2.25 -0.05 -3.11
C 0.95 0.29 -2.81
C -0.18 -0.65 -3.13
C -0.33 -1.87 -2.26
C -0.57 -3.10 -2.85
C -0.93 -4.22 -2.10
C -1.18 -4.03 -0.75
C -1.08 -5.57 -2.80
C -1.46 -6.70 -1.83
C -2.17 -5.49 -3.87
C 0.26 -5.95 -3.45
C 0.61 1.55 -2.24
O -0.60 1.91 -2.06
C 4.76 0.47 -3.21
C 5.36 1.59 -4.08
C 4.90 -0.83 -4.00
C 5.59 0.33 -1.92
C 0.51 3.00 1.16
O -0.78 3.19 0.69
C -1.31 4.45 1.04
C 4.49 2.77 2.84
C 4.87 1.31 3.11
C 5.58 3.38 1.95
C 4.46 3.56 4.15
C -1.09 -0.36 2.32
O -2.01 0.17 1.60
C 1.66 -2.25 5.19
C 3.08 -1.69 5.04
C 1.13 -1.94 6.59
C 1.73 -3.78 5.05
H 2.04 -0.94 -0.62
H 1.47 -1.34 1.03
H 1.62 0.35 0.52
H -1.65 -3.62 1.71
H -2.49 -2.17 1.15
H 0.27 -3.40 3.03
H 1.02 0.36 4.90
H -0.38 2.29 4.27
H -1.38 2.17 2.81
H 2.14 1.99 3.92
H 3.71 3.50 0.26
H 2.14 4.43 -1.41
H 0.42 3.94 -1.33
H 3.81 2.68 -1.95
H 2.41 -1.02 -3.56
H -0.12 -0.98 -4.17
H -1.09 -0.06 -3.02
H -0.47 -3.18 -3.92
H -1.58 -4.83 -0.15
H -2.44 -6.52 -1.39
H -0.72 -6.80 -1.04
H -1.50 -7.64 -2.37
H -3.11 -5.18 -3.42
H -2.31 -6.46 -4.35
H -1.91 -4.77 -4.64
H 1.04 -6.03 -2.70
H 0.56 -5.19 -4.18
H 0.17 -6.90 -3.97
H 4.81 1.68 -5.01
H 6.40 1.37 -4.31
H 5.32 2.55 -3.56
H 4.33 -0.78 -4.93
H 4.55 -1.68 -3.42
H 5.95 -1.00 -4.25
H 5.59 1.26 -1.36
H 6.62 0.07 -2.16
H 5.17 -0.45 -1.29
H -1.14 4.67 2.10
H -2.38 4.41 0.84
H -0.86 5.25 0.44
H 4.89 0.75 2.18
H 4.15 0.84 3.77
H 5.85 1.26 3.58
H 5.70 2.81 1.03
H 6.53 3.37 2.48
H 5.34 4.42 1.69
H 3.76 3.13 4.86
H 4.18 4.59 3.97
H 5.45 3.56 4.62
H 3.10 -0.63 5.28
H 3.44 -1.83 4.02
H 3.76 -2.21 5.72
H 1.06 -0.87 6.75
H 1.80 -2.35 7.35
H 0.15 -2.37 6.73
H 2.14 -4.06 4.08
H 0.75 -4.22 5.17
H 2.38 -4.18 5.83
C -6.97 3.02 -1.55
C -5.71 3.03 -0.68
C -6.06 3.14 0.81
P -4.38 1.70 -0.82
C -4.13 1.43 -2.66
C -3.63 2.75 -3.25
C -5.22 0.80 -3.53
C -5.18 0.11 -0.22
C -4.23 -1.02 -0.58
C -6.63 -0.25 -0.55
H -7.64 3.81 -1.21
H -7.50 2.08 -1.49
H -6.72 3.22 -2.59
H -5.15 3.94 -0.94
H -6.70 2.32 1.12
H -6.58 4.07 1.02
H -5.15 3.10 1.40
H -3.27 0.75 -2.66
H -4.41 3.51 -3.25
H -3.30 2.60 -4.28
H -2.78 3.09 -2.68
H -6.13 1.39 -3.55
H -5.46 -0.21 -3.20
H -4.85 0.73 -4.56
H -5.12 0.24 0.87
H -4.19 -1.20 -1.65
H -4.54 -1.95 -0.10
H -3.23 -0.76 -0.23
H -6.81 -0.34 -1.62
H -7.33 0.47 -0.13
H -6.85 -1.22 -0.10

31
Properties=species:S:1:pos:R:3 method="wB97M-V/def2-TZVPD" total_charge=0 relative_energy_kcal_mol=13.1 total_energy_ev=-30561.3714 smiles="CSCC[C@H](NC(=O)[C@@H](N)CO)C(=O)O"
C 2.42 -0.37 0.44
C 1.58 0.66 -0.20
C 3.32 -0.91 -0.67
C -0.67 1.63 -0.33
C -0.44 3.02 0.23
C -2.10 1.18 0.04
C -2.43 -0.06 -0.87
C -3.66 -2.32 0.46
H 1.70 -2.23 0.68
H 2.07 -1.50 2.07
H 3.05 0.26 1.13
H 4.11 -0.20 -0.90
H 2.65 -0.98 -1.55
H 4.45 -2.12 0.42
H -0.01 -0.04 0.84
H -0.66 1.74 -1.44
H -2.81 1.95 -0.20
H -2.05 0.98 1.10
H -1.64 -0.83 -0.89
H -2.54 0.23 -1.95
H -2.89 -2.98 0.05
H -3.39 -2.10 1.50
H -4.54 -2.95 0.55
H 1.26 2.94 -0.73
N 1.67 -1.37 1.17
N 0.28 0.69 0.17
O 2.05 1.48 -1.04
O 3.84 -2.17 -0.36
O -1.21 3.63 0.93
O 0.71 3.58 -0.16
S -4.11 -0.81 -0.48

110
Properties=species:S:1:pos:R:3 method="wB97M-V/def2-TZVPD" total_charge=0 relative_energy_kcal_mol=142.0 total_energy_ev=-60400.2187 smiles="NC(N)=O.NC(N)=O.NC(N)=O.NC(N)=O.CC(C)O.CC(C)O.CC(C)O.CC(C)O.CC(C)O.CO.CO.CO"
C -2.69 -1.01 2.56
O -3.70 -0.30 1.81
H -2.00 -1.32 1.77
H -3.14 -1.96 2.94
H -2.22 -0.39 3.32
H -4.21 0.16 2.45
C 3.22 -0.71 -3.81
O 2.34 -1.78 -3.60
H 4.21 -0.90 -3.33
H 2.81 0.15 -3.34
H 3.33 -0.36 -4.83
H 2.54 -2.08 -2.75
C 2.20 4.25 3.42
O 2.11 3.07 2.67
H 1.61 4.23 4.34
H 1.96 5.08 2.82
H 3.23 4.34 3.76
H 2.51 3.14 1.78
C 1.40 -0.46 3.40
O 2.42 -0.49 2.43
N 1.05 0.73 3.84
N 0.64 -1.49 3.68
H 1.60 1.52 3.49
H 0.62 0.82 4.71
H 0.93 -2.37 3.19
H -0.15 -1.55 4.26
C 2.31 -3.95 1.90
O 2.76 -5.25 2.07
N 3.02 -2.89 1.72
N 1.01 -3.64 1.92
H 3.97 -3.06 1.81
H 2.72 -1.89 1.90
H 0.34 -4.45 1.99
H 0.62 -2.82 1.44
C -3.07 -3.64 0.16
O -3.67 -4.76 0.54
N -3.69 -2.56 -0.17
N -1.79 -3.53 0.15
H -4.73 -2.74 -0.02
H -3.39 -1.61 0.16
H -1.26 -4.35 0.39
H -1.23 -2.69 0.27
C -1.59 3.27 2.79
O -2.79 4.01 2.53
N -0.48 3.69 2.31
N -1.44 2.21 3.51
H -0.50 4.46 1.58
H 0.42 3.24 2.46
H -2.24 2.05 4.10
H -0.65 1.55 3.37
C -0.33 0.97 0.66
C -0.03 -0.40 0.05
C 1.12 -0.45 -1.00
O 0.26 -1.39 0.79
H -0.28 1.75 -0.12
H 0.45 1.20 1.40
H -1.32 0.91 1.15
H -0.88 -0.76 -0.53
H 1.03 -1.42 -1.47
H 2.15 -0.14 -0.71
H 0.93 0.26 -1.81
H 0.70 -1.08 1.50
C -4.59 4.36 -0.21
C -3.60 3.89 -1.25
C -2.68 2.83 -0.74
O -4.22 3.44 -2.23
H -5.50 4.70 -0.62
H -4.18 5.07 0.45
H -4.78 3.55 0.50
H -2.92 4.71 -1.45
H -1.99 2.43 -1.55
H -3.18 2.03 -0.19
H -2.00 3.35 -0.03
H -4.29 4.23 -2.71
C -2.28 -0.12 -2.68
C -2.37 -1.48 -3.26
C -1.08 -2.24 -3.11
O -3.31 -2.20 -2.82
H -1.27 0.32 -2.69
H -2.64 -0.11 -1.65
H -2.71 0.64 -3.35
H -2.46 -1.24 -4.33
H -0.83 -2.38 -2.07
H -0.20 -1.77 -3.56
H -1.18 -3.27 -3.49
H -3.11 -2.37 -1.88
C 1.16 -4.28 -1.35
C 2.66 -4.15 -1.32
C 3.48 -4.69 -2.48
O 3.01 -2.94 -1.26
H 0.93 -5.34 -1.15
H 0.85 -4.11 -2.40
H 0.66 -3.61 -0.67
H 3.02 -4.69 -0.42
H 4.52 -4.67 -2.15
H 3.42 -4.05 -3.36
H 3.20 -5.71 -2.87
H 2.96 -2.78 -0.31
C 2.50 4.76 -0.68
C 1.97 3.36 -0.95
C 2.23 2.80 -2.37
O 2.29 2.52 -0.10
H 2.00 5.50 -1.34
H 3.59 4.89 -0.72
H 2.25 5.08 0.36
H 0.93 3.43 -0.85
H 1.54 2.01 -2.63
H 3.28 2.50 -2.56
H 2.15 3.58 -3.12
H 1.71 1.79 -0.18

90
Properties=species:S:1:pos:R:3 method="wB97M-V/def2-TZVPD" total_charge=0 total_energy_ev=-46583.3464 smiles=COC[C@H](C)N.COC[C@H](C)N.COC[C@H](C)N.CO.CO.CO.CO.O.O.O.O.O
C 12.43 -6.27 -2.60
C 11.90 -7.45 -1.83
C 11.36 -8.58 -2.71
O 10.29 -8.16 -3.56
C 9.81 -9.19 -4.40
N 12.96 -7.99 -0.91
H 12.51 -5.46 -1.88
H 11.68 -6.00 -3.34
H 13.41 -6.47 -3.03
H 11.02 -7.20 -1.24
H 10.84 -9.28 -2.06
H 12.07 -9.19 -3.27
H 10.57 -9.73 -4.97
H 9.22 -8.63 -5.12
H 9.18 -9.91 -3.87
H 13.21 -7.16 -0.40
H 13.71 -8.05 -1.59
C 12.40 5.34 -1.30
C 12.30 4.72 0.12
C 13.48 3.78 0.61
O 13.58 2.69 -0.27
C 14.67 1.75 -0.14
N 12.16 5.73 1.18
H 12.92 6.30 -1.26
H 11.43 5.54 -1.75
H 12.96 4.74 -2.02
H 11.41 4.09 0.14
H 13.34 3.47 1.64
H 14.45 4.27 0.60
H 15.60 2.08 -0.60
H 14.40 0.89 -0.75
H 14.84 1.38 0.86
H 13.04 6.11 1.50
H 11.71 5.33 1.99
C 19.24 -15.40 1.71
C 18.79 -14.42 0.66
C 17.55 -14.80 -0.22
O 17.49 -13.90 -1.29
C 16.23 -13.94 -1.92
N 18.55 -13.12 1.30
H 18.47 -15.63 2.45
H 20.14 -15.04 2.21
H 19.45 -16.34 1.21
H 19.62 -14.34 -0.04
H 16.61 -14.77 0.34
H 17.63 -15.82 -0.60
H 15.43 -13.63 -1.24
H 16.05 -14.94 -2.31
H 16.20 -13.19 -2.72
H 18.09 -12.53 0.61
H 19.39 -12.57 1.38
O 23.46 -9.31 -1.18
H 23.38 -9.07 -0.25
H 22.57 -9.57 -1.43
O 19.10 -10.12 -2.73
H 19.31 -10.19 -3.66
H 18.52 -10.86 -2.55
O 16.18 -4.19 3.01
H 16.68 -4.30 2.20
H 16.74 -3.65 3.57
O 17.85 -4.67 -7.46
H 17.17 -4.82 -8.12
H 17.73 -3.77 -7.18
O 20.86 -8.16 -6.88
H 20.73 -8.36 -7.81
H 20.25 -7.44 -6.71
C 18.87 -4.94 -1.95
O 18.32 -5.74 -1.02
H 19.75 -4.41 -1.60
H 19.15 -5.42 -2.89
H 18.25 -4.07 -2.18
H 18.73 -6.57 -1.27
C 15.18 -1.30 -6.37
O 16.43 -0.68 -6.67
H 14.75 -2.03 -7.06
H 15.37 -1.78 -5.41
H 14.48 -0.47 -6.23
H 16.30 0.07 -7.25
C 24.53 -4.06 -4.15
O 24.74 -2.69 -4.05
H 23.79 -4.23 -4.93
H 25.41 -4.54 -4.58
H 24.23 -4.46 -3.18
H 24.77 -2.18 -4.86
C 21.39 -7.48 3.91
O 22.18 -8.55 3.29
H 21.50 -7.51 5.00
H 21.92 -6.60 3.56
H 20.32 -7.37 3.73
H 22.96 -8.67 3.83

15
Properties=species:S:1:pos:R:3 method="wB97M-V/def2-TZVPD" total_charge=-1 relative_energy_kcal_mol=5.0 total_energy_ev=-11886.2788
O 0.39 -1.89 -0.63
C 0.26 -0.64 -0.70
O 0.36 0.05 -1.75
C 0.00 0.16 0.60
N 1.10 1.13 0.82
H -0.98 0.62 0.47
H -0.06 -0.52 1.44
H 1.72 1.10 0.02
H 0.70 2.06 0.84
H 0.00 -3.16 1.82
H -0.75 -2.76 0.62
O -0.92 -3.07 1.53
H -1.21 2.63 -2.09
H -0.12 1.68 -1.54
O -0.49 2.60 -1.45

Ordered max |F| results: 4.21; 0.46; 4.56; 2.38; 2.76; 2.93; 10.08; 3.95; 0.71; unit eV Å⁻¹.
Ordered HOMO energy results: -1.81; -7.86; -13.10; -10.11; -3.66; -8.78; -9.33; -9.24; -4.98; unit eV.
Ordered LUMO results: 4.4; 0.3; -4.3; -0.1; 2.2; 0.1; -0.4; 0.1; 4.0; unit eV.